DFT (ωB97M-V/def2-TZVPD) results for 15 unconnected molecules or ions with the total composition C43H86Cl2N9O23 at a distorted geometry.

Each line ends with the Löwdin charge.
Positions of all 163 atoms, in Å:
C  0.342  0.421  0.269  -0.020
C  1.743  0.172  -0.194  -0.690
O  2.651  -0.178  0.678  -0.103
O  2.033  0.462  -1.361  -0.066
H  -0.390  0.635  -0.510  0.077
H  0.346  1.281  0.938  0.038
H  -0.036  -0.445  0.812  0.061
C  -5.236  4.248  1.575  -0.161
C  -4.746  5.618  1.283  -0.124
O  -3.380  5.561  1.692  0.081
C  -3.008  4.250  1.637  -0.517
O  -1.861  3.784  1.757  0.110
O  -4.080  3.521  1.514  0.075
H  -5.926  3.909  0.802  0.138
H  -5.664  4.170  2.575  0.132
H  -5.323  6.415  1.752  0.138
H  -4.802  5.845  0.218  0.132
C  -4.005  2.994  -2.189  -0.156
C  -4.366  2.827  -3.602  -0.133
O  -4.283  1.463  -3.903  0.121
C  -3.755  0.881  -2.866  -0.604
O  -3.515  -0.307  -2.873  0.147
O  -3.469  1.762  -1.906  0.076
H  -4.826  3.148  -1.489  0.124
H  -3.237  3.744  -2.003  0.144
H  -3.717  3.446  -4.221  0.130
H  -5.391  3.187  -3.692  0.136
C  -1.099  -4.538  -0.428  -0.115
C  -0.554  -5.569  -1.412  -0.074
O  -0.436  -6.735  -0.579  0.056
C  -0.542  -6.475  0.722  -0.572
O  -0.562  -7.310  1.567  0.163
O  -0.819  -5.143  0.832  0.025
H  -2.178  -4.431  -0.538  0.109
H  -0.604  -3.573  -0.537  0.094
H  0.420  -5.259  -1.791  0.118
H  -1.269  -5.861  -2.180  0.138
C  3.369  0.503  -5.222  -0.167
C  2.467  -0.448  -6.058  -0.144
O  3.365  -1.423  -6.407  0.086
C  4.629  -0.969  -6.243  -0.528
O  5.649  -1.539  -6.558  0.146
O  4.623  0.262  -5.703  0.084
H  3.126  0.249  -4.191  0.108
H  3.086  1.552  -5.317  0.118
H  2.002  0.087  -6.886  0.124
H  1.654  -0.824  -5.437  0.116
C  -2.324  -3.559  3.570  0.025
C  -2.519  -4.094  5.009  -0.556
O  -1.597  -4.534  5.662  0.042
N  -3.720  -4.189  5.553  0.012
C  -5.017  -3.624  5.110  -0.059
H  -1.288  -3.245  3.439  0.068
H  -2.898  -2.663  3.335  0.036
H  -2.504  -4.308  2.800  0.081
H  -3.701  -4.398  6.541  0.137
H  -5.071  -2.610  5.506  0.071
H  -5.902  -4.180  5.418  0.076
H  -5.042  -3.536  4.024  0.062
C  -1.836  0.447  2.991  0.025
C  -3.305  0.157  3.250  -0.537
O  -3.905  -0.688  2.631  0.022
N  -3.903  0.986  4.114  0.026
C  -5.354  1.081  4.293  -0.052
H  -1.742  1.138  2.154  0.076
H  -1.355  -0.520  2.841  0.069
H  -1.308  1.023  3.751  0.050
H  -3.392  1.690  4.626  0.132
H  -5.742  1.927  3.726  0.063
H  -5.589  1.273  5.340  0.081
H  -5.853  0.161  3.989  0.083
C  1.338  -1.592  3.735  0.011
C  2.590  -1.222  4.530  -0.612
O  2.749  -1.656  5.632  0.060
N  3.332  -0.325  3.925  0.028
C  4.470  0.383  4.499  -0.062
H  0.482  -1.757  4.389  0.077
H  1.592  -2.556  3.294  0.078
H  1.155  -0.881  2.930  0.048
H  2.914  0.062  3.091  0.075
H  4.158  0.868  5.424  0.072
H  4.823  1.180  3.845  0.069
H  5.348  -0.219  4.733  0.081
C  4.735  2.506  0.814  0.001
C  5.616  1.964  -0.302  -0.559
O  6.837  2.037  -0.171  0.013
N  4.989  1.333  -1.307  0.033
C  5.744  0.615  -2.349  -0.046
H  5.158  3.409  1.254  0.086
H  4.607  1.662  1.492  0.059
H  3.718  2.734  0.495  0.047
H  4.014  1.116  -1.160  0.075
H  6.237  1.284  -3.054  0.093
H  5.036  -0.080  -2.799  0.042
H  6.361  -0.147  -1.872  0.084
C  5.658  -2.013  1.384  0.008
C  4.666  -3.161  1.435  -0.534
O  5.038  -4.317  1.796  -0.020
N  3.439  -2.900  0.990  0.026
C  2.434  -3.926  0.725  -0.062
H  6.523  -2.373  0.828  0.081
H  5.897  -1.761  2.417  0.076
H  5.279  -1.159  0.823  0.058
H  3.100  -1.962  0.834  0.063
H  2.832  -4.620  -0.015  0.083
H  1.501  -3.513  0.344  0.065
H  2.204  -4.550  1.589  0.087
C  -2.837  -1.409  -0.219  -0.010
C  -3.932  -2.493  -0.382  -0.524
O  -3.929  -3.212  -1.386  0.001
N  -4.812  -2.696  0.625  0.021
C  -6.019  -3.543  0.460  -0.052
H  -3.357  -0.461  -0.081  0.073
H  -2.144  -1.381  -1.060  0.059
H  -2.259  -1.579  0.689  0.060
H  -4.689  -2.146  1.463  0.080
H  -6.787  -2.952  -0.039  0.076
H  -6.276  -3.869  1.468  0.071
H  -5.874  -4.387  -0.215  0.077
C  -0.504  1.765  -3.837  0.002
C  -0.750  2.947  -4.711  -0.523
O  -0.960  4.057  -4.194  0.026
N  -0.742  2.658  -6.068  0.025
C  -1.194  3.621  -7.121  -0.061
H  0.218  1.059  -4.249  0.064
H  -1.394  1.158  -3.671  0.077
H  -0.128  2.093  -2.868  0.082
H  -0.626  1.688  -6.324  0.123
H  -0.365  4.008  -7.714  0.071
H  -1.731  4.496  -6.755  0.078
H  -1.809  3.115  -7.865  0.072
C  2.668  3.593  -3.414  0.013
C  2.152  4.370  -2.124  -0.518
O  2.012  5.591  -2.196  0.010
N  1.745  3.676  -1.075  0.031
C  1.007  4.237  0.034  -0.083
H  3.730  3.376  -3.295  0.068
H  2.547  4.239  -4.283  0.077
H  2.164  2.641  -3.579  0.032
H  1.715  2.667  -1.100  0.091
H  0.391  5.098  -0.225  0.088
H  1.628  4.488  0.895  0.055
H  0.382  3.457  0.469  0.035
C  0.339  -1.982  -2.743  0.016
C  1.634  -2.752  -3.145  -0.544
O  1.586  -3.745  -3.872  0.014
N  2.802  -2.270  -2.740  0.031
C  4.042  -3.007  -2.857  -0.044
H  0.186  -1.949  -1.664  0.048
H  -0.549  -2.425  -3.195  0.088
H  0.381  -0.962  -3.125  0.049
H  2.870  -1.453  -2.150  0.099
H  4.229  -3.594  -3.756  0.095
H  4.277  -3.554  -1.944  0.079
H  4.766  -2.193  -2.831  0.063
Cl  1.472  2.742  3.207  0.657
C  0.839  3.778  4.456  -0.651
C  -0.013  2.965  5.441  -0.677
Cl  0.974  2.033  6.569  0.593
H  0.356  4.657  4.029  0.078
H  1.738  4.079  4.995  0.054
H  -0.811  2.417  4.941  0.033
H  -0.491  3.679  6.113  0.058

Cartesian forces (eV/Å) of the 3 atoms listed first:
-0.7944 -0.3131 0.4439
2.5377 0.0255 2.0448
-2.2347 0.3344 -1.1446

Computed properties:
net charge = -1
LUMO = 0.897 eV
HOMO energy = -6.722 eV
molecular weight = 1168.107 g/mol